Entry 1:
20
Properties=species:S:1:pos:R:3:forces:R:3 method="wB97M-V/def2-TZVPD" orbital_gap_ev=8.5 de_lowest_ev=3.936 charge=+1 energy_ha=-253.2736
H -1.254698 0.060464 1.099581 -0.030 -0.572 -0.307
C -2.458482 0.300954 -1.687556 0.272 0.373 0.243
H -0.630156 -0.207361 -0.755909 0.351 0.374 -0.038
H -1.151411 -1.228953 -1.770093 0.070 0.061 -0.332
H -2.884958 0.113026 -2.670774 -0.007 -0.032 -0.039
C 0.956089 -0.390181 0.706308 0.366 0.913 -0.227
C 2.059035 0.458838 0.054347 -0.078 -1.232 -0.762
H 2.998961 -0.082972 0.085668 0.218 0.106 0.460
C 1.157919 -0.420319 2.237319 -0.974 -0.393 0.757
N -1.074683 -0.203012 -1.728707 -0.650 -0.619 0.059
H -2.452603 1.373196 -1.507761 0.022 0.049 -0.145
H 2.130682 1.411707 0.541766 0.192 0.482 0.218
H 0.920549 0.505729 2.756737 0.075 0.332 -0.248
H -0.280594 1.321369 0.268147 -0.148 0.501 -0.354
H -3.067249 -0.175071 -0.924535 -0.194 -0.175 -0.035
C -0.358367 0.280559 0.520744 0.578 -0.069 1.102
H 0.957067 -1.417166 0.351552 -0.064 -0.177 -0.024
H 1.912373 0.584687 -1.017066 -0.369 0.240 -0.056
H 2.175716 -0.675776 2.498925 0.319 -0.050 -0.292
H 0.500975 -1.167950 2.681437 0.052 -0.111 0.018



Entry 2:
20
Properties=species:S:1:pos:R:3:forces:R:3 method="wB97M-V/def2-TZVPD" orbital_gap_ev=8.6 de_lowest_ev=1.478 charge=+1 energy_ha=-253.3639
H 2.010473 -1.688834 1.117803 -0.060 -0.187 -0.190
H 0.879938 1.672279 -0.264991 0.067 -0.172 -0.156
C 0.722843 0.874816 0.471998 -0.098 0.264 -0.053
H -0.312571 -0.740962 -0.520667 -0.062 0.073 -0.150
H 1.520069 1.020404 1.196967 0.099 -0.186 0.052
C -1.651145 1.914783 -1.552141 0.823 0.426 -0.829
H -2.189541 2.083836 -2.477650 -0.635 -0.150 0.313
H -0.221652 1.040409 1.008596 0.136 0.104 0.093
C 0.251170 -2.899033 0.671437 -0.234 -0.442 0.112
H 0.489991 -3.285849 -0.321183 0.063 0.149 -0.036
H 0.516181 -3.684723 1.379340 0.038 0.086 0.054
C 0.927916 -1.586739 0.982069 0.488 0.439 0.096
H -1.678593 3.849212 -1.012429 0.096 0.114 -0.182
H 1.394673 -0.715658 -0.919082 0.026 0.305 -0.044
H 0.604754 -1.208237 1.956587 -0.315 0.007 -0.090
H -0.597839 2.791924 -0.134463 -0.206 0.036 0.322
H -0.834418 -2.774000 0.730663 0.040 -0.060 -0.083
N -1.299829 2.921320 -0.861010 -0.165 -0.270 0.136
H -1.214720 0.946196 -1.337435 -0.088 -0.046 0.153
C 0.682299 -0.531144 -0.114409 -0.013 -0.492 0.478